Entry 1:
The following is a DFT calculation (wB97M-V/def2-TZVPD) of a structure of composition C31H34AsN3O6S3W.

## Properties
**Energy above the lowest of the compared OMol25 structures with the same formula, charge and spin**: 241.8 kJ/mol
**HOMO level**: -0.0714 Ha
**Orbital gap**: 6.143 eV
**Strongest force on any atom**: 0.01841 hartree/bohr

```
! RIJCOSX wB97M-V def2-TZVPD def2/J DEFGRID3
* xyz -2 1
W -0.18 0.07 1.03
As -2.75 2.81 -0.04
S 0.74 -1.25 2.90
S -1.07 1.63 3.41
S 2.93 -3.52 1.74
O -2.17 3.85 -1.23
O -1.81 0.02 0.07
O -1.33 1.33 4.79
O -1.71 0.65 2.45
O 0.33 1.70 2.99
O 0.45 1.69 0.44
N 4.99 3.18 3.08
N 7.56 0.41 1.47
N 0.53 -1.06 -0.11
C 0.97 -2.01 -3.61
C -1.84 3.64 1.67
C 0.05 -3.02 -3.78
C 2.89 0.40 2.76
C 6.46 0.17 1.71
C -4.61 0.91 -1.51
C -3.17 0.58 -1.92
C -2.88 1.30 -3.25
C -2.09 5.44 3.86
C -2.06 1.04 -0.93
C -1.65 -3.29 0.98
C -2.08 5.90 2.55
C 1.21 -1.44 -2.37
C 2.43 -0.89 2.49
C 2.29 0.80 -1.54
C -0.42 -2.98 -1.38
C -1.97 5.02 1.49
C 4.66 -1.46 1.75
C 3.33 -1.89 2.00
C 4.64 2.11 2.82
C -0.22 -5.05 -0.03
C 2.41 -0.50 -2.32
C -1.90 4.09 4.09
C 3.63 -1.31 -1.86
C -3.09 -0.92 -2.16
C 4.20 0.79 2.52
C -0.60 -3.51 -2.66
C -1.74 3.22 3.01
C 0.45 -1.85 -1.25
C -1.12 -3.85 -0.33
C 5.09 -0.17 2.00
H 2.18 1.12 3.15
H -2.28 -2.42 0.84
H -2.00 -4.24 -0.86
H -2.26 -4.07 1.46
H 0.07 -5.57 -0.95
H 3.43 -1.77 -0.89
H -1.29 -4.34 -2.77
H 5.36 -2.18 1.36
H -2.03 5.37 0.46
H -0.84 -3.07 1.67
H -0.75 -5.77 0.61
H -3.65 1.07 -3.98
H 3.14 1.44 -1.77
H -2.21 6.12 4.69
H 2.59 -0.21 -3.36
H 0.79 2.09 -0.37
H -1.91 0.99 -3.65
H -3.80 -1.20 -2.95
H -4.86 0.49 -0.54
H 1.54 -1.65 -4.46
H 2.29 0.63 -0.46
H -2.10 -1.22 -2.48
H 1.38 1.34 -1.82
H -2.18 6.97 2.35
H -1.16 1.20 -1.51
H 3.85 -2.12 -2.56
H -4.80 1.98 -1.46
H -1.82 3.70 5.09
H -3.34 -1.48 -1.26
H 4.51 -0.67 -1.77
H -5.29 0.48 -2.26
H -2.85 2.39 -3.08
H 0.68 -4.72 0.48
H -0.14 -3.45 -4.75
*
```



Entry 2:
The following is a DFT calculation (wB97M-V/def2-TZVPD) of a structure of composition C4H14EuN3S in a non-equilibrium geometry.

## Properties
**HOMO level (spin up / spin down)**: -0.0023 / -0.0361 Ha
**Orbital gap (spin up / spin down)**: 3.113 / 3.933 eV
**Strongest force on any atom**: 0.02457 hartree/bohr

```
! RIJCOSX wB97M-V def2-TZVPD def2/J DEFGRID3
* xyz -1 8
Eu -0.34 0.74 -0.60
S -0.84 -1.03 1.57
N 1.36 -1.06 -0.82
N -1.33 0.53 3.74
N 0.81 0.23 3.39
C -0.85 -0.12 -2.86
C 0.78 0.98 4.65
C -0.72 1.23 4.86
C -0.43 -0.05 2.91
H 1.18 -1.63 0.03
H -0.29 2.51 1.07
H 1.21 0.38 5.48
H 1.34 1.91 4.56
H -0.95 2.30 4.82
H 0.15 2.03 1.50
H 2.34 -0.81 -0.89
H -2.32 0.47 3.58
H -1.56 -0.95 -2.76
H 1.65 -0.18 3.01
H 1.08 -1.60 -1.66
H -1.07 0.83 5.82
H -1.31 0.74 -3.36
H 0.05 -0.42 -3.41
*
```



Entry 3:
The following is a DFT calculation (wB97M-V/def2-TZVPD) of the molecule CH4OP2 in a non-equilibrium geometry.

## Properties
**Energy above the lowest of the compared OMol25 structures with the same formula, charge and spin**: 158.6 kJ/mol
**HOMO level**: -0.3221 Ha
**Orbital gap**: 7.536 eV
**Strongest force on any atom**: 0.07186 hartree/bohr

```
! RIJCOSX wB97M-V def2-TZVPD def2/J DEFGRID3
* xyz 0 1
P 0.04 2.18 -0.21
P 0.13 -0.29 -0.70
O -0.20 -0.24 -2.13
C 0.66 -1.86 -0.18
H -0.89 2.15 -1.25
H -0.96 2.02 0.75
H 0.33 -2.65 -0.82
H 0.85 -2.02 0.87
*
```



Entry 4:
The following is a DFT calculation (wB97M-V/def2-TZVPD) of a structure of composition C24H22CdFN4O7.

## Properties
**Energy above the lowest of the compared OMol25 structures with the same formula, charge and spin**: 40.2 kJ/mol
**HOMO level**: -0.3908 Ha
**Orbital gap**: 7.236 eV
**Strongest force on any atom**: 0.01731 hartree/bohr

```
! RIJCOSX wB97M-V def2-TZVPD def2/J DEFGRID3
* xyz 1 1
Cd 0.84 0.15 4.05
F 2.02 -2.13 -2.43
O -0.74 1.57 3.87
O 2.84 0.78 4.66
O -1.00 -1.77 4.69
O -1.36 3.42 2.79
O 0.73 -0.26 1.89
O 4.28 0.69 6.39
O -1.75 -2.84 6.52
N 1.16 -0.89 6.02
N -1.36 1.92 -0.87
N 0.55 -0.71 -4.46
N -0.29 -1.14 -6.78
C 1.02 -0.87 -0.74
C 0.18 0.16 -0.32
C 3.23 0.42 5.82
C 1.68 -1.66 8.61
C 0.08 0.48 1.11
C 2.57 -0.85 7.92
C -2.10 2.70 -1.83
C -0.95 2.28 2.82
C 1.14 -1.96 -4.95
C -0.39 0.56 -2.64
C -3.25 2.06 -2.55
C 0.51 -2.08 7.97
C -0.89 -2.05 5.86
C 0.45 -0.45 -3.06
C -3.50 3.09 -1.49
C 0.92 0.41 -5.32
C 0.30 -1.67 6.68
C 0.88 -2.03 -6.47
C -1.37 2.26 0.43
C 1.15 -1.16 -2.07
C -0.72 1.62 1.44
C 2.27 -0.48 6.62
C 0.11 0.30 -6.61
C -0.53 0.88 -1.29
H 2.00 0.40 -5.53
H -0.67 -1.31 -7.71
H 1.58 -1.43 -0.01
H -2.46 -3.06 5.89
H 0.69 1.35 -4.83
H 3.49 -0.50 8.35
H -3.41 2.34 -3.58
H 1.70 -1.65 -7.06
H -1.50 3.42 -2.37
H -3.48 1.03 -2.30
H -0.98 1.10 -3.37
H -1.03 -1.34 -6.09
H -0.21 -2.71 8.47
H 2.21 -2.03 -4.79
H -3.89 2.74 -0.55
H 0.66 -2.80 -4.46
H 0.68 0.58 -7.49
H -3.83 4.07 -1.78
H -1.96 3.13 0.69
H 1.88 -1.96 9.63
H 0.64 -3.04 -6.80
H -0.81 0.89 -6.59
*
```



Entry 5:
The following is a DFT calculation (wB97M-V/def2-TZVPD) of the ion C10H13N3 with charge +2 in a non-equilibrium geometry.

## Properties
**HOMO level (spin up / spin down)**: -0.4710 / -0.6514 Ha
**Orbital gap (spin up / spin down)**: 5.677 / 6.175 eV
**Strongest force on any atom**: 0.08771 hartree/bohr

```
! RIJCOSX wB97M-V def2-TZVPD def2/J DEFGRID3
* xyz 2 3
N -2.54 -1.30 -0.53
N -2.87 1.10 -0.12
N -0.48 -2.15 0.35
C 3.63 0.62 -0.75
C -3.07 2.44 0.05
C -1.58 -2.25 -0.32
C 0.09 -1.04 1.05
C 3.46 0.63 0.63
C 2.67 0.04 -1.56
C 2.33 0.06 1.20
C 1.36 -0.51 0.38
C 1.53 -0.53 -1.00
C -2.60 -0.02 -0.25
H -3.29 2.66 1.10
H 2.79 0.03 -2.63
H 0.36 -1.37 2.05
H -2.20 3.01 -0.28
H -0.65 -0.23 1.14
H -3.93 2.74 -0.56
H 4.21 1.08 1.27
H 4.52 1.04 -1.19
H 2.21 0.07 2.27
H 0.13 -2.97 0.34
H -3.38 -1.65 -1.01
H 0.80 -0.99 -1.65
H -1.81 -3.20 -0.79
*
```



Q: The highest strongest force on any atom belongs to which entry?
A: C10H13N3



Q: What is the strongest force on any atom in the second record?
A: 0.02457 hartree/bohr



Q: What is the strongest force on any atom in the fourth record?
A: 0.01731 hartree/bohr



Q: strongest force on any atom of number 2 (C4H14EuN3S)?
A: 0.02457 hartree/bohr